This record from OMol25 describes C3H7NO2S2 as an isolated structure at a distorted geometry. The level of theory is wB97M-V/def2-TZVPD.

Last column: Mulliken charge in e.
Element x y z (Å)
C1 1.97 -1.20 1.23  -0.482
C2 0.84 -0.26 1.67  -0.246
C3 0.51 -1.48 1.43  -0.445
N1 -0.87 -0.10 -1.30  -0.441
O1 -1.88 1.16 0.68  -0.484
O2 -2.29 1.93 -1.72  -0.502
S1 0.60 0.19 -2.26  -0.126
S2 -1.12 1.48 -0.49  0.696
H1 2.49 -0.99 0.27  0.142
H2 2.63 -1.62 1.93  0.268
H3 0.67 0.74 2.03  0.420
H4 0.15 1.36 -2.87  0.153
H5 -0.12 -2.34 1.42  0.380
H6 -0.42 -0.54 -0.54  0.355
H7 -3.17 1.66 -1.48  0.313

Output
Orbital gap = 9.81 eV
Total charge = 0
Spin multiplicity = 1
E_HOMO = -9.2349 eV
Electronic energy = -1119.9415 Ha
LUMO level = 0.576 eV